Here is C4H6F2 in the gas phase at a distorted geometry from the Open Molecules 2025 dataset. Energies are from ωB97M-V/def2-TZVPD.

Bonds (Å) are listed after each position.
Positions of all 12 atoms, in Å:
1 F -2.06321 -0.17264 -0.01269  C2 1.402
2 C -1.17191 0.90922 0.03208  F1 1.402, C3 1.486, H7 1.099, H8 1.102
3 C 0.24611 0.46655 -0.00885  C2 1.486, F4 1.337, C5 1.536, C6 1.498
4 F 0.94110 1.60810 -0.03979  C3 1.337
5 C 0.73843 -0.77599 0.74909  C3 1.536, C6 1.527, H9 1.106, H10 1.087
6 C 0.64456 -0.75803 -0.77449  C3 1.498, C5 1.527, H11 1.102, H12 1.122
7 H -1.23537 1.42082 1.00281  C2 1.099
8 H -1.33266 1.50156 -0.88322  C2 1.102
9 H 1.77598 -0.76770 1.13280  C5 1.106
10 H -0.06668 -1.28250 1.27482  C5 1.087
11 H -0.16208 -1.30682 -1.28770  C6 1.102
12 H 1.68573 -0.84258 -1.18487  C6 1.122

Charge: 0
HOMO energy: -10.3 eV
LUMO level: 1.156 eV
Max |F|: 2.8 eV Å⁻¹
2S+1: 1
SMILES: FCC1(F)CC1
Relative energy (zero: lowest compared OMol25 entry of this formula, charge and spin): 21.83 kcal/mol